Below is C24H24BrCsN6O6 as an isolated structure at a distorted geometry, with properties calculated with ωB97M-V/def2-TZVPD.

Element x y z (Å)
Cs: 0.48 1.18 -0.10
N: -2.39 3.88 -2.78
C: -2.96 4.96 -1.97
C: -2.93 4.80 -0.44
O: -3.49 5.73 0.20
N: -2.31 3.73 -0.01
C: -2.10 3.76 1.44
C: -0.84 2.97 1.74
O: 0.28 3.49 1.56
O: -1.00 1.74 2.02
H: -2.72 3.02 -2.35
H: -1.40 3.84 -2.54
H: -3.99 5.17 -2.26
H: -2.40 5.88 -2.21
H: -2.93 3.29 1.98
H: -2.00 4.79 1.82
Br: 8.03 -1.04 5.41
C: 7.27 -1.94 3.92
C: 5.91 -1.84 3.69
C: 5.35 -2.50 2.61
C: 6.15 -3.28 1.77
C: 7.51 -3.37 2.03
C: 8.08 -2.70 3.10
N: 5.61 -4.18 0.82
N: 4.63 -3.92 0.07
C: 4.13 -2.70 -0.30
C: 4.80 -1.47 -0.26
C: 4.27 -0.31 -0.76
C: 2.98 -0.28 -1.36
O: 2.49 0.78 -1.83
C: 2.22 -1.56 -1.39
N: 0.96 -1.52 -1.89
C: 0.28 -2.63 -1.93
C: 0.80 -3.86 -1.50
C: 2.06 -3.91 -0.98
C: 2.83 -2.73 -0.90
H: 5.29 -1.24 4.34
H: 4.28 -2.40 2.43
H: 8.12 -4.00 1.39
H: 9.15 -2.77 3.29
H: 5.81 -1.43 0.14
H: 4.83 0.62 -0.74
H: -0.74 -2.57 -2.30
H: 0.18 -4.75 -1.56
H: 2.49 -4.84 -0.61
O: -5.12 -2.08 -0.69
C: -4.33 -1.18 -1.30
O: -3.16 -1.39 -1.47
C: -5.07 0.12 -1.65
N: -6.50 -0.03 -1.34
C: -6.87 0.94 -0.29
C: -5.54 1.27 0.39
C: -4.57 1.29 -0.78
H: -4.89 0.31 -2.71
H: -6.01 -1.65 -0.70
H: -7.08 0.06 -2.16
H: -7.60 0.50 0.39
H: -7.30 1.84 -0.72
H: -5.27 0.49 1.11
H: -5.57 2.22 0.92
H: -3.53 1.19 -0.47
H: -4.67 2.22 -1.33

Energy above the lowest of the compared OMol25 structures with the same formula, charge and spin: 0.783 eV
Calculated total energy: -4303.17087 a.u.
Total charge: -2
LUMO energy: 3.5 eV


Below is an isolated ion of composition C2H4N5OS and charge +1 at a distorted geometry, with properties calculated with ωB97M-V/def2-TZVPD.

Element x y z (Å)
C: -0.17 0.15 -0.24
C: 1.02 1.07 -0.44
N: -1.28 -0.20 -0.67
N: -2.09 -1.03 -0.03
N: -3.12 -0.42 0.69
N: -1.97 -2.23 -0.24
N: 0.57 0.47 0.83
O: -4.24 1.00 -0.97
S: -4.23 0.62 0.37
H: 1.88 0.78 -0.95
H: 0.88 2.08 -0.51
H: -2.55 -2.97 0.12
H: 0.63 0.54 1.81

Energy above the lowest of the compared OMol25 structures with the same formula, charge and spin: 0.543 eV
Calculated total energy: -825.30523 a.u.
Total charge: +1
LUMO energy: -5.9 eV


Below is a 2-piece molecular cluster, FH2ISi overall at a distorted geometry, with properties calculated with ωB97M-V/def2-TZVPD.

Element x y z (Å)
F: -0.55 0.55 -0.44
Si: 0.31 1.79 0.18
I: 4.75 -0.43 -0.07
H: 1.70 1.61 0.28
H: -0.33 3.03 0.29

Energy above the lowest of the compared OMol25 structures with the same formula, charge and spin: 3.943 eV
Calculated total energy: -688.17897 a.u.
LUMO energy (spin up / spin down): -0.2 / -3.4 eV


Below is a 2-piece molecular cluster, C8H12NO4S overall at a distorted geometry, with properties calculated with ωB97M-V/def2-TZVPD.

Element x y z (Å)
C: -1.48 -2.15 2.96
C: -0.10 -2.06 2.80
C: -2.33 -1.30 2.25
C: 0.44 -1.13 1.94
C: -1.81 -0.36 1.39
C: -0.41 -0.27 1.21
C: 1.18 1.25 -2.89
C: 1.99 1.60 -1.67
N: 0.16 0.63 0.36
O: 2.77 0.43 0.65
O: 1.62 -1.00 -0.98
O: 0.72 2.16 1.64
O: -0.57 1.36 -0.48
S: 1.88 0.29 -0.44
H: -1.90 -2.87 3.65
H: 0.55 -2.72 3.35
H: -3.40 -1.38 2.37
H: 1.51 -1.04 1.83
H: -2.49 0.28 0.84
H: 1.24 0.18 -3.09
H: 0.13 1.53 -2.77
H: 1.57 1.77 -3.77
H: 1.69 2.52 -1.17
H: 3.06 1.62 -1.87
H: 1.58 1.90 1.98
H: -1.38 1.71 -0.05

Energy above the lowest of the compared OMol25 structures with the same formula, charge and spin: 4.464 eV
Calculated total energy: -1065.48560 a.u.
Total charge: +1
LUMO energy (spin up / spin down): -5.4 / -6.4 eV


Below is a 2-piece molecular cluster, C3H5IO overall at a distorted geometry, with properties calculated with ωB97M-V/def2-TZVPD.

Element x y z (Å)
C: -1.15 -0.35 -1.56
C: 1.13 0.67 -0.06
C: 0.71 -0.03 1.23
O: 1.82 1.59 -0.21
I: -2.62 -0.50 -0.04
H: -0.76 -1.26 -1.84
H: -0.95 0.58 -1.99
H: 1.53 -0.73 1.55
H: -0.12 -0.71 0.93
H: 0.41 0.74 2.00

Energy above the lowest of the compared OMol25 structures with the same formula, charge and spin: 3.184 eV
Calculated total energy: -490.09593 a.u.
LUMO energy (spin up / spin down): 0.1 / -0.2 eV


Below is an isolated ion of composition C4H12N2 and charge -1 at a distorted geometry, with properties calculated with ωB97M-V/def2-TZVPD.

Element x y z (Å)
C: -0.42 1.38 0.68
C: -0.26 -0.19 0.76
C: 0.42 -0.46 2.10
N: 0.35 -0.81 -0.37
C: -0.35 -0.84 -1.68
N: 0.24 0.18 -2.55
H: -0.31 1.85 -0.30
H: -1.49 1.60 0.83
H: 0.22 1.92 1.37
H: -1.20 -0.70 0.94
H: -0.26 0.01 2.84
H: 0.36 -1.52 2.36
H: 1.28 0.11 2.47
H: 1.31 -1.13 -0.40
H: -0.13 -1.81 -2.13
H: -1.33 -0.41 -1.46
H: 0.78 -0.08 -3.36
H: 0.78 0.90 -2.08

Energy above the lowest of the compared OMol25 structures with the same formula, charge and spin: 1.450 eV
Calculated total energy: -269.00031 a.u.
Total charge: -1
Multiplicity: 2
LUMO energy (spin up / spin down): 4.2 / 4.1 eV